# C4H7NO

An isolated molecule of C4H7NO (ωB97M-V/def2-TZVPD, the Open Molecules 2025 dataset).

**HOMO**: -8.7 eV
**Energy**: -286.518977 Eh
**LUMO energy**: 1.0 eV
**Net charge**: 0
**Frontier orbital gap**: 9.72 eV
**Energy relative to the best compared isomer or geometry (same formula, charge and spin)**: 3.066 eV

Structure (XYZ):
```
13
C4H7NO | the Open Molecules 2025 dataset | ωB97M-V/def2-TZVPD
O -2.797 -0.342 1.492
C -1.629 -0.388 1.201
C -0.842 0.705 0.478
N 0.192 0.006 -0.202
C 0.877 -0.072 -1.426
C 1.570 -0.247 -0.079
H -1.003 -1.291 1.387
H -0.488 1.452 1.208
H -1.505 1.213 -0.230
H 1.165 0.804 -2.012
H 0.575 -0.927 -2.037
H 1.862 -1.243 0.260
H 2.235 0.551 0.275
```